A molecular structure, C47H44F10GeIN6O2Ti in a non-equilibrium geometry, computed with wB97M-V/def2-TZVPD.

```
! wB97M-V def2-TZVPD RIJCOSX def2/J DEFGRID3
* xyz -2 2
Ti -0.684 -0.378 -0.179
C 1.338 3.228 -2.420
C 0.216 2.478 -3.077
N -0.019 2.809 -4.350
C -0.934 2.114 -5.032
C -1.744 1.150 -4.486
C -2.789 0.518 -5.366
O -3.841 1.428 -5.731
C -1.594 0.868 -3.105
C -2.598 0.204 -2.371
N -2.618 0.254 -1.003
C -3.845 0.440 -0.390
C -5.075 -0.003 -0.904
C -6.270 0.252 -0.259
C -6.310 0.986 0.919
C -5.122 1.493 1.425
C -3.936 1.225 0.771
I -2.181 2.171 1.407
C -0.494 1.463 -2.420
O -0.223 1.064 -1.164
H 1.759 3.912 -3.153
H 0.991 3.798 -1.559
H 2.100 2.511 -2.103
H -1.023 2.368 -6.088
H -2.302 0.142 -6.272
H -3.283 -0.322 -4.887
H -3.420 2.263 -5.959
H -3.509 -0.062 -2.891
H -5.089 -0.588 -1.814
H -7.188 -0.137 -0.683
H -7.248 1.172 1.426
H -5.118 2.117 2.309
C 1.347 2.635 1.242
N 1.805 1.289 0.939
C 1.908 0.609 2.234
C 2.301 -0.850 2.218
N 1.367 -1.676 1.465
C 1.588 -2.995 1.571
C 0.637 -3.941 1.080
F -0.433 -3.473 0.401
C 0.684 -5.300 1.272
F -0.339 -6.073 0.857
C 1.755 -5.894 1.911
F 1.810 -7.232 2.107
C 2.763 -5.058 2.337
F 3.847 -5.596 2.928
C 2.693 -3.686 2.183
F 3.794 -3.039 2.645
C 3.136 1.399 0.281
C 3.660 0.294 -0.649
N 3.319 0.541 -2.036
C 4.064 0.045 -3.002
C 3.630 0.235 -4.363
F 2.432 0.832 -4.561
C 4.305 -0.178 -5.482
F 3.784 0.060 -6.706
C 5.514 -0.852 -5.386
F 6.198 -1.253 -6.493
C 5.983 -1.105 -4.114
F 7.155 -1.765 -3.977
C 5.303 -0.699 -2.983
F 5.898 -1.064 -1.809
H 2.148 3.246 1.691
H 0.993 3.119 0.345
H 0.524 2.598 1.959
H 2.651 1.137 2.863
H 0.941 0.694 2.727
H 3.324 -0.927 1.866
H 2.305 -1.165 3.272
H 3.159 2.323 -0.299
H 3.867 1.522 1.098
H 4.737 0.277 -0.478
H 3.267 -0.675 -0.334
C -5.465 -3.312 0.444
C -4.427 -3.319 -0.475
C -3.249 -2.635 -0.216
C -3.052 -1.948 0.976
C -4.112 -1.947 1.895
C -5.299 -2.606 1.630
N -1.837 -1.284 1.271
C -1.401 -1.588 2.591
C -0.920 -0.607 3.457
C -0.465 -0.916 4.730
C -0.499 -2.220 5.196
C -1.019 -3.206 4.366
C -1.466 -2.898 3.094
H -6.391 -3.834 0.234
H -4.527 -3.869 -1.404
H -2.452 -2.632 -0.938
H -3.992 -1.405 2.826
H -6.106 -2.558 2.352
H -0.926 0.420 3.133
H -0.083 -0.122 5.363
H -0.131 -2.464 6.185
H -1.065 -4.233 4.709
H -1.855 -3.684 2.463
C -1.187 -4.927 -2.002
Ge -0.441 -3.238 -2.713
C -1.689 -2.719 -4.151
C 1.211 -3.833 -3.604
C 0.058 -1.663 -1.642
H -1.745 -5.407 -2.811
H -1.843 -4.807 -1.150
H -0.374 -5.591 -1.706
H -1.754 -3.523 -4.889
H -1.329 -1.817 -4.650
H -2.690 -2.528 -3.759
H 1.019 -4.735 -4.190
H 1.976 -4.063 -2.860
H 1.606 -3.061 -4.265
H 0.385 -0.962 -2.419
H 0.974 -1.961 -1.107
*
```

**Energy relative to the best compared isomer or geometry (same formula, charge and spin)**: 2.331 eV
**Calculated total energy**: -177393.6731 eV
**HOMO-LUMO gap (spin up / spin down)**: 5.006 / 5.007 eV